The following is a quantum chemistry calculation of a 2-piece molecular cluster, C5H9N2O2 overall in a non-equilibrium geometry, from the Open Molecules 2025 dataset.

## Properties
2S+1: 3
Highest occupied orbital energy (alpha / beta): -12.419 / -12.426 eV
LUMO level (alpha / beta): -0.143 / -0.284 Eh
Charge: +1
Kohn-Sham gap (alpha / beta): 0.314 / 0.173 Ha
DFT total energy: -12392.7610 eV
Relative energy (zero: lowest compared OMol25 entry of this formula, charge and spin): 62.2 kcal/mol

Element x y z (Å)
C  2.564  -1.010  0.679
C  -2.892  -1.083  0.004
C  1.263  -1.085  0.524
C  3.487  -0.207  -0.137
C  -1.766  2.181  -0.366
N  -2.243  -0.014  0.105
N  -1.986  1.073  0.525
O  -2.299  -2.193  -0.354
O  0.144  -1.274  0.375
H  2.714  -1.131  1.790
H  -3.997  -1.022  -0.060
H  4.266  0.234  0.570
H  2.979  0.678  -0.554
H  4.203  -0.617  -0.962
H  -1.286  1.857  -1.340
H  -1.145  2.907  0.258
H  -2.735  2.667  -0.673
H  -1.269  -1.962  -0.383

=====

The following is a quantum chemistry calculation of a 3-piece molecular cluster, C23H38NO5S2 overall, from the Open Molecules 2025 dataset.

## Properties
2S+1: 2
Highest occupied orbital energy (alpha / beta): -7.918 / -8.947 eV
LUMO level (alpha / beta): 0.015 / 0.015 Eh
Charge: 0
Kohn-Sham gap (alpha / beta): 0.306 / 0.343 Ha
DFT total energy: -57861.8020 eV

Element x y z (Å)
C  -3.016  2.333  4.101
C  -2.314  2.510  2.753
C  -1.035  1.666  2.794
C  -3.245  2.014  1.627
C  -3.180  2.701  0.229
C  -4.608  3.200  -0.127
C  -5.122  4.254  0.815
O  -5.178  5.422  0.520
C  -2.871  1.621  -0.841
C  -1.517  0.949  -0.735
O  -0.492  1.601  -0.762
C  -1.447  -0.540  -0.643
C  -2.438  -1.312  -0.052
C  -2.286  -2.689  0.046
C  -1.160  -3.297  -0.476
C  -0.179  -2.532  -1.094
C  -0.318  -1.161  -1.175
C  -2.239  3.933  0.091
C  -1.435  4.447  1.311
C  -1.502  5.978  1.338
C  0.057  4.094  1.217
N  -2.043  3.959  2.580
O  -2.973  4.705  3.045
H  -4.029  2.724  4.079
H  -2.459  2.823  4.896
H  -3.079  1.266  4.320
H  -0.607  1.488  1.815
H  -1.290  0.688  3.203
H  -0.281  2.118  3.437
H  -4.267  2.034  2.002
H  -3.006  0.957  1.500
H  -5.293  2.348  -0.144
H  -4.586  3.653  -1.119
H  -5.456  3.930  1.816
H  -2.922  2.092  -1.826
H  -3.657  0.867  -0.810
H  -3.337  -0.859  0.343
H  -3.053  -3.280  0.526
H  -1.035  -4.369  -0.407
H  0.695  -3.008  -1.515
H  0.452  -0.572  -1.652
H  -1.526  3.742  -0.707
H  -2.855  4.766  -0.244
H  -0.882  6.364  0.530
H  -1.125  6.349  2.289
H  -2.516  6.339  1.197
H  0.259  3.040  1.145
H  0.582  4.506  2.079
H  0.450  4.559  0.315
C  4.558  -1.300  -1.155
S  3.944  -1.693  -2.795
O  2.461  -1.570  -2.732
C  4.328  -3.442  -2.723
H  4.369  -0.243  -0.979
H  4.027  -1.902  -0.418
H  5.629  -1.498  -1.115
H  3.823  -3.892  -1.868
H  5.403  -3.582  -2.633
H  3.973  -3.895  -3.647
C  5.312  -7.411  -3.288
S  5.758  -7.098  -1.576
O  6.165  -5.671  -1.493
C  7.270  -8.066  -1.592
H  4.403  -6.851  -3.498
H  6.118  -7.073  -3.940
H  5.125  -8.476  -3.424
H  7.937  -7.681  -2.364
H  7.028  -9.113  -1.775
H  7.735  -7.962  -0.614

=====

The following is a quantum chemistry calculation of C6H5NO in the gas phase in a non-equilibrium geometry, from the Open Molecules 2025 dataset.

## Properties
Highest occupied orbital energy (alpha / beta): -8.402 / -8.402 eV
SMILES: CC=C=C=C=C=NO
LUMO level (alpha / beta): -0.028 / -0.028 Eh
Charge: 0
Kohn-Sham gap (alpha / beta): 0.281 / 0.281 Ha
DFT total energy: -9833.1751 eV
Relative energy (zero: lowest compared OMol25 entry of this formula, charge and spin): 139.1 kcal/mol

Element x y z (Å)
C  -1.932  -0.430  -0.062
C  -1.033  0.731  0.092
C  0.269  0.594  -0.169
C  1.443  0.197  -0.167
C  2.660  0.424  -0.198
C  3.909  0.309  -0.030
N  5.159  0.467  -0.029
O  5.993  -0.638  -0.012
H  -2.506  -0.801  0.741
H  -1.545  -1.366  -0.504
H  -2.819  -0.364  -0.844
H  -1.563  1.558  0.415
H  6.839  -0.388  0.490

=====

The following is a quantum chemistry calculation of a 2-piece molecular cluster, C5H10N5 overall in a non-equilibrium geometry, from the Open Molecules 2025 dataset.

## Properties
Highest occupied orbital energy (alpha / beta): -12.335 / -12.334 eV
LUMO level (alpha / beta): -0.128 / -0.128 Eh
Charge: +1
Kohn-Sham gap (alpha / beta): 0.325 / 0.325 Ha
DFT total energy: -12786.4752 eV
Relative energy (zero: lowest compared OMol25 entry of this formula, charge and spin): 97.6 kcal/mol

Element x y z (Å)
C  0.196  -1.144  -0.405
C  -1.558  0.513  0.128
C  2.412  0.822  0.859
C  1.878  1.813  0.713
C  -1.183  -0.921  0.156
N  0.542  -0.343  -1.408
N  -1.045  1.264  -0.825
N  1.070  -2.040  0.079
N  -2.057  1.102  1.228
N  -0.285  0.697  -1.839
H  2.718  -0.185  1.098
H  1.369  -0.540  -1.823
H  1.528  2.820  0.529
H  -1.828  -1.368  -0.547
H  -1.203  -1.304  1.103
H  0.691  -2.633  0.916
H  1.543  -2.547  -0.560
H  -2.548  0.434  1.691
H  -2.519  2.070  1.059
H  0.278  1.491  -2.152